1.
A structure of composition C30H32N3O5Sc. Source: OMol25; level of theory: ωB97M-V/def2-TZVPD.

The geometry in XYZ format:
```
71
C30H32N3O5Sc | OMol25 | ωB97M-V/def2-TZVPD
C 1.654 1.079 -3.798
N -0.765 -2.062 -0.964
C -3.610 0.947 1.403
C -3.229 -1.192 3.597
H -1.276 -3.051 -4.159
H 3.324 -2.039 -4.859
C 3.832 -0.706 1.608
C -1.848 -4.164 -2.447
C -3.782 0.970 0.021
H -3.011 0.558 -0.628
C -4.923 1.526 -0.526
H 4.964 -1.368 -0.733
C 3.189 -0.501 0.216
C -4.600 1.471 2.227
H -5.048 1.547 -1.598
H 3.560 -1.211 -1.809
H 2.258 1.909 -4.121
C -2.590 -1.248 5.903
H -4.474 1.440 3.300
H -2.683 -5.978 -4.981
H -2.170 -5.069 -0.497
H -1.094 1.325 4.301
H -2.208 -6.229 -2.767
H -3.825 -1.592 2.784
H -6.505 2.423 2.317
H 4.449 1.255 -0.103
C -1.291 1.660 1.773
C -0.701 -2.051 -2.324
H -3.941 -2.644 4.994
C 0.790 -1.122 -4.076
H 3.112 1.091 -1.260
C 0.905 1.175 -2.647
C -5.739 2.022 1.671
H 3.584 -2.472 -0.570
C 3.881 -1.450 -0.795
C -2.418 -0.077 3.387
H 4.901 -0.505 1.579
C -1.793 -4.219 -1.042
C -5.897 2.066 0.297
C -1.702 0.448 4.451
C 0.044 -0.952 -2.901
Sc 0.060 -0.215 0.005
H 3.505 0.243 -5.504
O -1.784 -0.632 1.153
H 2.782 1.626 0.398
C -2.552 -5.269 -3.179
O -2.315 -5.196 -4.561
C -1.259 -3.147 -0.369
N 1.820 -0.818 0.309
C -2.304 0.445 1.968
H -3.632 -5.177 -2.964
C 1.652 -0.136 -4.505
H -2.446 -1.336 1.203
H 0.743 -2.058 -4.611
O 2.995 -1.753 -5.718
C -1.265 -3.093 -3.083
H 0.924 2.083 -2.054
H -1.180 -3.165 0.714
O -1.424 2.643 2.469
H -1.237 0.283 6.526
H -6.770 2.532 -0.134
N 0.158 0.183 -2.150
C 2.620 -0.400 -5.628
C -3.313 -1.776 4.847
H 2.157 -0.155 -6.589
H -2.652 -1.704 6.879
O -0.455 1.476 0.839
H 3.667 -1.730 1.934
H 3.358 -0.030 2.316
C 3.405 0.972 -0.219
C -1.795 -0.135 5.704
```

Computed properties:
**Kohn-Sham gap**: 5.0 eV
**Molar mass**: 559.56 g/mol
**E_HOMO**: -5.94 eV
**Calculated total energy**: -2463.653450 hartree
**Lowest unoccupied orbital energy**: -1.0 eV

2.
A cluster of 6 separate species, C30H32N4O10 in total. Source: OMol25; level of theory: ωB97M-V/def2-TZVPD.

The geometry in XYZ format:
```
76
C30H32N4O10 | OMol25 | ωB97M-V/def2-TZVPD
C 1.288 -6.071 26.208
H 3.353 -5.660 25.528
O -1.289 -3.643 17.877
O 4.355 -5.386 20.262
H 1.778 -4.560 20.305
H 2.038 -8.267 20.333
C 8.097 -2.752 19.116
N 5.065 -11.431 22.708
H 3.950 -8.372 24.535
H 6.086 -2.218 18.704
H 5.264 -13.947 18.847
C 4.994 -12.721 21.985
H 5.118 -16.114 19.996
H 5.526 -9.132 24.486
N -0.191 -3.692 18.500
O 0.776 -5.362 25.325
O 1.138 -8.982 24.157
C 0.850 -4.209 20.733
H 5.322 -7.463 22.192
O 4.044 -3.691 18.947
H 3.065 -5.745 27.170
C 5.164 -12.773 20.610
H 1.922 -12.467 19.286
O 6.552 -6.402 24.882
C 4.761 -13.924 22.680
C 1.878 -9.292 20.633
C 5.656 -6.934 24.226
H 1.058 -7.505 27.728
N 4.808 -4.483 19.544
C 8.507 -4.809 20.256
C 4.995 -8.239 24.817
H 2.388 -10.071 18.682
H 1.200 -13.077 21.530
O 0.924 -3.722 17.987
C 5.199 -6.590 22.833
C 0.775 -4.318 22.101
C 6.274 -4.188 19.536
H 2.968 -7.330 26.180
H -2.492 -3.706 22.589
C 5.143 -14.023 19.918
H -2.357 -3.236 20.118
H 4.704 -16.015 22.644
N 1.294 -8.607 22.975
H 9.218 -5.564 20.557
O 5.110 -10.372 22.014
C 4.779 -15.160 21.989
H 4.783 -14.000 23.757
H 1.587 -4.744 22.672
H 6.928 -6.006 20.635
H 4.229 -6.118 22.674
H -0.595 -4.168 23.790
C -1.482 -3.523 20.682
C 1.125 -10.970 22.153
C 1.729 -11.681 20.001
C 6.758 -2.980 19.068
H 8.421 -1.801 18.721
C 0.509 -6.638 27.358
C 1.281 -12.032 21.269
C -1.568 -3.738 22.031
C 2.069 -10.345 19.677
C 7.189 -5.092 20.122
C -0.248 -3.770 19.969
H -0.492 -6.898 27.014
H 5.916 -5.866 22.446
H 5.422 -11.889 20.047
H 4.990 -8.228 25.907
C 5.026 -15.215 20.588
O 5.167 -11.416 23.926
C -0.413 -4.017 22.736
C 2.792 -6.257 26.247
H 0.394 -5.838 28.088
H 0.788 -11.258 23.138
C 1.462 -9.620 21.894
O 1.346 -7.432 22.695
H 10.044 -3.445 19.705
C 8.982 -3.640 19.683
```

Computed properties:
**Kohn-Sham gap**: 8.1 eV
**Molar mass**: 608.60 g/mol
**E_HOMO**: -9.19 eV
**Calculated total energy**: -2133.350639 hartree
**Lowest unoccupied orbital energy**: -1.1 eV

3.
A structure of composition C30H32N8OSc. Source: OMol25; level of theory: ωB97M-V/def2-TZVPD.

The geometry in XYZ format:
```
72
C30H32N8OSc | OMol25 | ωB97M-V/def2-TZVPD
C -1.150 3.635 2.183
H 4.164 -0.011 -1.016
H 1.212 1.206 -2.850
C 1.947 -0.721 2.755
C 2.567 2.007 -0.897
C 3.211 -0.613 0.820
C 1.304 2.955 1.118
C 3.054 -1.032 3.515
H 0.418 -5.593 1.456
C 1.061 4.264 1.509
C 4.283 -1.151 2.879
H -1.160 -3.984 -3.092
H 5.310 -1.004 0.993
H 1.838 5.007 1.398
N 0.269 -1.293 -1.687
H -1.548 1.551 1.915
H 2.959 -1.171 4.583
N 2.120 0.587 -1.060
N 0.352 2.013 1.260
H -0.372 5.637 2.323
H 2.744 0.373 -3.088
C 2.634 2.555 0.532
C 1.823 0.372 -2.499
C -0.501 -2.383 -1.840
H -1.920 -1.944 3.880
H 1.751 -1.267 -4.699
H 1.877 2.625 -1.473
H 2.998 -1.319 -1.164
C -2.092 -2.533 2.977
H -2.933 -4.255 4.855
H 0.969 -0.607 3.205
H 0.313 -3.277 -4.983
Sc 0.251 0.033 0.151
H -5.391 4.400 -4.771
H -5.232 1.942 -4.895
N -1.765 -3.934 3.163
H 5.172 -1.395 3.445
H 3.552 2.104 -1.362
C -0.177 4.614 2.033
H -3.126 -2.389 2.656
N -0.308 -5.460 2.140
H -3.178 -5.452 3.571
H -2.123 3.855 2.597
H -1.099 -2.672 -0.986
C -4.575 2.492 -4.236
C -0.824 -4.256 2.287
N -0.400 -3.205 1.501
H 3.262 3.445 0.488
C -1.119 -2.180 1.880
O -1.035 -0.995 1.402
C 1.052 -0.903 -2.709
C -1.852 1.871 -1.831
C 3.193 -0.368 -0.663
C -2.436 -4.843 4.088
H 3.147 1.868 1.207
H -3.565 0.743 -3.512
H -1.704 -5.481 4.582
C -3.826 4.607 -3.324
C -0.522 -3.116 -3.008
H -2.235 4.509 -1.888
H -3.905 5.684 -3.281
N -1.059 1.325 -1.194
C 4.363 -0.936 1.511
C 1.099 -1.598 -3.902
H -0.618 -6.256 2.674
C -2.807 2.559 -2.621
C -4.662 3.879 -4.164
C -0.824 2.352 1.805
N 2.017 -0.525 1.428
C -3.647 1.821 -3.466
C -2.892 3.954 -2.544
C 0.296 -2.719 -4.057
```

Computed properties:
**Kohn-Sham gap**: 8.5 eV
**Charge**: +3
**Molar mass**: 565.60 g/mol
**E_HOMO**: -16.59 eV
**Energy above the lowest of the compared OMol25 structures with the same formula, charge and spin**: 0.000 eV
**Calculated total energy**: -2435.814245 hartree
**Lowest unoccupied orbital energy**: -8.1 eV

What did the third record say?
A structure of composition C30H32N8OSc. Source: OMol25; level of theory: ωB97M-V/def2-TZVPD.

The geometry in XYZ format:
```
72
C30H32N8OSc | OMol25 | ωB97M-V/def2-TZVPD
C -1.150 3.635 2.183
H 4.164 -0.011 -1.016
H 1.212 1.206 -2.850
C 1.947 -0.721 2.755
C 2.567 2.007 -0.897
C 3.211 -0.613 0.820
C 1.304 2.955 1.118
C 3.054 -1.032 3.515
H 0.418 -5.593 1.456
C 1.061 4.264 1.509
C 4.283 -1.151 2.879
H -1.160 -3.984 -3.092
H 5.310 -1.004 0.993
H 1.838 5.007 1.398
N 0.269 -1.293 -1.687
H -1.548 1.551 1.915
H 2.959 -1.171 4.583
N 2.120 0.587 -1.060
N 0.352 2.013 1.260
H -0.372 5.637 2.323
H 2.744 0.373 -3.088
C 2.634 2.555 0.532
C 1.823 0.372 -2.499
C -0.501 -2.383 -1.840
H -1.920 -1.944 3.880
H 1.751 -1.267 -4.699
H 1.877 2.625 -1.473
H 2.998 -1.319 -1.164
C -2.092 -2.533 2.977
H -2.933 -4.255 4.855
H 0.969 -0.607 3.205
H 0.313 -3.277 -4.983
Sc 0.251 0.033 0.151
H -5.391 4.400 -4.771
H -5.232 1.942 -4.895
N -1.765 -3.934 3.163
H 5.172 -1.395 3.445
H 3.552 2.104 -1.362
C -0.177 4.614 2.033
H -3.126 -2.389 2.656
N -0.308 -5.460 2.140
H -3.178 -5.452 3.571
H -2.123 3.855 2.597
H -1.099 -2.672 -0.986
C -4.575 2.492 -4.236
C -0.824 -4.256 2.287
N -0.400 -3.205 1.501
H 3.262 3.445 0.488
C -1.119 -2.180 1.880
O -1.035 -0.995 1.402
C 1.052 -0.903 -2.709
C -1.852 1.871 -1.831
C 3.193 -0.368 -0.663
C -2.436 -4.843 4.088
H 3.147 1.868 1.207
H -3.565 0.743 -3.512
H -1.704 -5.481 4.582
C -3.826 4.607 -3.324
C -0.522 -3.116 -3.008
H -2.235 4.509 -1.888
H -3.905 5.684 -3.281
N -1.059 1.325 -1.194
C 4.363 -0.936 1.511
C 1.099 -1.598 -3.902
H -0.618 -6.256 2.674
C -2.807 2.559 -2.621
C -4.662 3.879 -4.164
C -0.824 2.352 1.805
N 2.017 -0.525 1.428
C -3.647 1.821 -3.466
C -2.892 3.954 -2.544
C 0.296 -2.719 -4.057
```

Computed properties:
**Kohn-Sham gap**: 8.5 eV
**Charge**: +3
**Molar mass**: 565.60 g/mol
**E_HOMO**: -16.59 eV
**Energy above the lowest of the compared OMol25 structures with the same formula, charge and spin**: 0.000 eV
**Calculated total energy**: -2435.814245 hartree
**Lowest unoccupied orbital energy**: -8.1 eV

Please write out number 2 again, unchanged.
A cluster of 6 separate species, C30H32N4O10 in total. Source: OMol25; level of theory: ωB97M-V/def2-TZVPD.

The geometry in XYZ format:
```
76
C30H32N4O10 | OMol25 | ωB97M-V/def2-TZVPD
C 1.288 -6.071 26.208
H 3.353 -5.660 25.528
O -1.289 -3.643 17.877
O 4.355 -5.386 20.262
H 1.778 -4.560 20.305
H 2.038 -8.267 20.333
C 8.097 -2.752 19.116
N 5.065 -11.431 22.708
H 3.950 -8.372 24.535
H 6.086 -2.218 18.704
H 5.264 -13.947 18.847
C 4.994 -12.721 21.985
H 5.118 -16.114 19.996
H 5.526 -9.132 24.486
N -0.191 -3.692 18.500
O 0.776 -5.362 25.325
O 1.138 -8.982 24.157
C 0.850 -4.209 20.733
H 5.322 -7.463 22.192
O 4.044 -3.691 18.947
H 3.065 -5.745 27.170
C 5.164 -12.773 20.610
H 1.922 -12.467 19.286
O 6.552 -6.402 24.882
C 4.761 -13.924 22.680
C 1.878 -9.292 20.633
C 5.656 -6.934 24.226
H 1.058 -7.505 27.728
N 4.808 -4.483 19.544
C 8.507 -4.809 20.256
C 4.995 -8.239 24.817
H 2.388 -10.071 18.682
H 1.200 -13.077 21.530
O 0.924 -3.722 17.987
C 5.199 -6.590 22.833
C 0.775 -4.318 22.101
C 6.274 -4.188 19.536
H 2.968 -7.330 26.180
H -2.492 -3.706 22.589
C 5.143 -14.023 19.918
H -2.357 -3.236 20.118
H 4.704 -16.015 22.644
N 1.294 -8.607 22.975
H 9.218 -5.564 20.557
O 5.110 -10.372 22.014
C 4.779 -15.160 21.989
H 4.783 -14.000 23.757
H 1.587 -4.744 22.672
H 6.928 -6.006 20.635
H 4.229 -6.118 22.674
H -0.595 -4.168 23.790
C -1.482 -3.523 20.682
C 1.125 -10.970 22.153
C 1.729 -11.681 20.001
C 6.758 -2.980 19.068
H 8.421 -1.801 18.721
C 0.509 -6.638 27.358
C 1.281 -12.032 21.269
C -1.568 -3.738 22.031
C 2.069 -10.345 19.677
C 7.189 -5.092 20.122
C -0.248 -3.770 19.969
H -0.492 -6.898 27.014
H 5.916 -5.866 22.446
H 5.422 -11.889 20.047
H 4.990 -8.228 25.907
C 5.026 -15.215 20.588
O 5.167 -11.416 23.926
C -0.413 -4.017 22.736
C 2.792 -6.257 26.247
H 0.394 -5.838 28.088
H 0.788 -11.258 23.138
C 1.462 -9.620 21.894
O 1.346 -7.432 22.695
H 10.044 -3.445 19.705
C 8.982 -3.640 19.683
```

Computed properties:
**Kohn-Sham gap**: 8.1 eV
**Molar mass**: 608.60 g/mol
**E_HOMO**: -9.19 eV
**Calculated total energy**: -2133.350639 hartree
**Lowest unoccupied orbital energy**: -1.1 eV

What is the E_HOMO in the second record? -9.19 eV

Among the records above, which one has the lowest molar mass? C30H32N3O5Sc